# 1
This record from the Open Molecules 2025 dataset describes an isolated molecule of C2H4INO. The level of theory is ωB97M-V/def2-TZVPD.

Geometry as XYZ:
```
9
Properties=species:S:1:pos:R:3:forces:R:3
C -0.842333 0.765573 0.086699 2.0429 -1.2332 0.2232
C 0.142459 -0.337520 0.184584 1.7632 0.8049 1.7126
N -0.712644 1.972423 0.195867 -0.2547 2.2618 0.5507
O -0.392692 -1.614042 0.226700 -1.2658 -2.9331 2.4098
I -2.947743 -0.060193 -0.008834 -3.3825 -0.9650 -0.1328
H 0.692834 -0.253382 1.171075 0.0349 0.6853 -1.2396
H 0.798860 -0.321830 -0.680053 0.4147 0.2463 -0.0244
H -1.615638 2.527164 0.276170 0.6894 -0.5020 -0.4315
H -0.380410 -2.032128 1.186332 -0.0423 1.6349 -3.0679
```
Positions in Å, forces in eV/Å.

## Properties
Net charge: 0
HOMO-LUMO gap (spin up / spin down), eV: 5.9 / 6.2
2S+1: 3
LUMO level (spin up / spin down), eV: 0.518 / -3.237
HOMO level (spin up / spin down), eV: -5.4 / -9.5
Max |F|, eV/A: 4.00
M, g mol⁻¹: 185.0
Expectation value of S²: 2.01


# 2
This record from the Open Molecules 2025 dataset describes a 2-piece molecular cluster, C2H4INO2 overall. The level of theory is ωB97M-V/def2-TZVPD.

Geometry as XYZ:
```
10
Properties=species:S:1:pos:R:3:forces:R:3
C 0.210559 -0.631630 -0.302563 3.6185 -3.0854 0.7923
C -1.332260 1.100096 -0.445661 0.4878 2.4067 1.0741
N 1.413855 -1.774458 1.043694 -1.3127 2.2721 -2.6912
O 0.576283 -0.901909 -1.399301 -1.2754 0.9111 0.7059
O -0.569880 0.151066 0.320821 -0.0423 -0.1411 0.8106
I 2.166313 -0.159835 2.137792 0.1648 -0.4728 -0.0894
H -1.289482 0.737224 -1.460432 -0.3648 0.7462 -0.4198
H -1.000628 2.184643 -0.169318 0.5282 -1.9760 -1.2530
H -2.289921 1.213530 0.024759 -0.8645 -1.0854 -0.2012
H 2.115160 -1.918728 0.250210 -0.9395 0.4247 1.2716
```
Positions in Å, forces in eV/Å.

## Properties
Net charge: 0
HOMO-LUMO gap (spin up / spin down), eV: 8.5 / 8.5
LUMO level (spin up / spin down), eV: -0.028 / -0.028
HOMO level (spin up / spin down), eV: -8.5 / -8.5
Max |F|, eV/A: 4.82
M, g mol⁻¹: 201.0


# 3
This record from the Open Molecules 2025 dataset describes an isolated molecule of C2H4INO2. The level of theory is ωB97M-V/def2-TZVPD.

Geometry as XYZ:
```
10
Properties=species:S:1:pos:R:3:forces:R:3
C -0.622828 0.113808 -0.275905 -1.7385 -3.2197 1.2489
C 1.708723 0.303694 0.252185 1.0597 -2.7013 -3.8522
N -1.789055 -0.803973 -0.116446 3.9264 2.0533 -0.3655
O -0.848762 1.264471 -0.240005 0.4076 2.3183 -0.3088
O 0.600200 -0.489597 -0.267918 -0.7192 0.4127 0.1289
I -3.571852 -0.031515 -0.224448 -1.1927 0.3898 -0.1163
H 2.421358 0.672237 -0.496518 -0.7685 -0.1223 -0.7364
H 2.325225 -0.353187 0.768406 0.6140 -1.3991 1.4359
H 1.471042 1.100782 0.774490 -1.8856 3.5776 2.7598
H -1.694049 -1.776724 -0.173837 0.2969 -1.3093 -0.1944
```
Positions in Å, forces in eV/Å.

## Properties
Net charge: 0
HOMO-LUMO gap, eV: 9.0
LUMO level, eV: 0.141
HOMO level, eV: -8.9
SMILES: COC(=O)NI
Max |F|, eV/A: 4.90
M, g mol⁻¹: 201.0